*A*
Below is an isolated molecule of CH4O2S2, with properties calculated with ωB97M-V/def2-TZVPD.

```
! wB97M-V def2-TZVPD RIJCOSX def2/J DEFGRID3
* xyz 0 1
S 2.091 0.360 -0.771
S 0.237 0.011 -1.490
O -0.222 -0.919 1.101
O -1.208 1.039 0.593
C -0.812 -0.227 0.128
H 2.749 -0.919 -0.722
H -1.394 1.671 -0.150
H 0.041 -0.209 1.822
H -1.481 -0.806 -0.512
*
```

Calculated values
HOMO in eV: -9.00
Kohn-Sham gap in hartree: 0.347
Molecular weight in u: 112.17
SMILES: OC(O)SS
E_LUMO in eV: 0.43

*B*
Below is a cluster of 4 separate species, CH4O2S2 in total, with properties calculated with ωB97M-V/def2-TZVPD.

```
! wB97M-V def2-TZVPD RIJCOSX def2/J DEFGRID3
* xyz 0 1
S 2.149 0.217 1.372
S 1.061 0.479 -0.133
O -0.988 0.228 1.513
O 0.821 -0.758 -0.776
C -1.438 -0.836 1.798
H 0.849 1.231 -4.057
H -1.005 -1.786 1.346
H -2.157 -0.815 2.612
H 0.707 2.040 -3.675
*
```

Calculated values
HOMO (alpha / beta) in eV: -9.77 / -9.77
Kohn-Sham gap (alpha / beta) in hartree: 0.316 / 0.316
Molecular weight in u: 112.17
E_LUMO (alpha / beta) in eV: -1.18 / -1.18

The structure with the least stability is *B*.

*A*
Below is a cluster of 2 separate species, C3H9NO3 in total, with properties calculated with ωB97M-V/def2-TZVPD.

```
! wB97M-V def2-TZVPD RIJCOSX def2/J DEFGRID3
* xyz 0 1
O 2.187 -0.253 -0.141
O 1.710 0.360 -4.417
O -0.799 0.063 2.686
N 0.000 0.000 0.000
C 1.075 0.606 -2.093
C 1.804 -0.237 -3.136
C 1.138 0.084 -0.657
H -0.134 -0.124 1.006
H -1.664 -0.391 2.803
H -0.797 0.233 -0.597
H 0.047 0.840 -2.429
H 1.299 -1.221 -3.096
H 2.258 1.165 -4.305
H 1.642 1.555 -2.059
H 2.883 -0.404 -2.951
H -0.953 0.978 3.013
*
```

Calculated values
HOMO in eV: -9.33
Kohn-Sham gap in hartree: 0.356
Molecular weight in u: 107.11
SMILES: NC(=O)CCO.O
E_LUMO in eV: 0.37

*B*
Below is a cluster of 2 separate species, C3H9NO3 in total, with properties calculated with ωB97M-V/def2-TZVPD.

```
! wB97M-V def2-TZVPD RIJCOSX def2/J DEFGRID3
* xyz 0 1
O -0.239 0.590 3.411
O -0.719 1.640 0.399
O 0.607 -1.703 -3.431
N 0.208 -0.556 -0.019
C 0.792 -1.388 -2.283
C -0.292 -0.848 -1.383
C 0.456 0.802 0.298
H -0.122 1.410 3.931
H 0.747 0.747 1.358
H -1.261 1.699 -0.403
H -0.803 0.016 -1.780
H 1.149 1.334 -0.366
H -0.864 0.783 2.713
H -1.041 -1.638 -1.288
H 1.710 -1.788 -1.793
H -0.328 -1.100 0.636
*
```

Calculated values
HOMO in eV: -9.62
Kohn-Sham gap in hartree: 0.377
Molecular weight in u: 107.11
SMILES: O=CCNCO.O
E_LUMO in eV: 0.63

The structure with the least stability is *B*.

*A*
Below is a structure of composition C3H9NO3, with properties calculated with ωB97M-V/def2-TZVPD.

```
! wB97M-V def2-TZVPD RIJCOSX def2/J DEFGRID3
* xyz 0 1
O 0.524 1.919 0.432
O 1.553 1.368 -1.494
O -1.269 1.349 1.593
N 0.555 -0.685 -0.710
C -0.325 1.052 0.898
C -0.036 -0.451 0.630
C -1.340 -1.234 0.786
H 0.638 -0.753 1.419
H -0.150 -0.982 -1.386
H 1.358 -1.281 -0.684
H 1.486 1.805 -2.349
H 1.068 0.422 -1.242
H -1.772 -1.007 1.752
H 0.971 1.676 -0.460
H -1.190 -2.297 0.759
H -2.072 -0.899 0.056
*
```

Calculated values
HOMO in eV: -9.56
Kohn-Sham gap in hartree: 0.367
Molecular weight in u: 107.11
E_LUMO in eV: 0.42

*B*
Below is a cluster of 2 separate species, C3H9NO3 in total, with properties calculated with ωB97M-V/def2-TZVPD.

```
! wB97M-V def2-TZVPD RIJCOSX def2/J DEFGRID3
* xyz 0 1
O 0.093 0.767 2.535
O -1.885 0.719 -1.104
O 2.671 1.653 -1.149
N -1.148 -1.978 0.850
C -0.777 -0.048 -0.712
C 0.197 -0.025 1.568
C -0.927 -0.537 0.746
H -1.856 1.064 -2.008
H 0.088 0.777 -0.627
H -1.879 0.006 1.049
H 3.659 1.402 -1.439
H -0.585 -0.924 -1.283
H 2.761 2.546 -0.934
H 1.254 -0.450 1.426
H -1.310 -2.485 -0.069
H -0.357 -2.487 1.151
*
```

Calculated values
HOMO in eV: -9.47
Kohn-Sham gap in hartree: 0.367
Molecular weight in u: 107.11
SMILES: N[C@@H](C=O)CO.O
E_LUMO in eV: 0.52

*C*
Below is a cluster of 2 separate species, C3H9NO3 in total, with properties calculated with ωB97M-V/def2-TZVPD.

```
! wB97M-V def2-TZVPD RIJCOSX def2/J DEFGRID3
* xyz 0 1
O 1.519 4.911 3.240
O 0.075 -1.123 -2.375
O -0.881 -2.667 -1.074
N -0.484 0.024 0.538
C -1.349 -0.390 -0.574
C 0.931 -0.353 0.558
C -0.673 -1.386 -1.477
H 1.536 0.388 0.043
H 1.126 -1.305 0.070
H 1.280 -0.391 1.587
H 2.352 5.371 3.378
H -0.070 -3.158 -1.265
H -2.286 -0.862 -0.261
H -0.476 1.029 0.581
H -1.601 0.502 -1.141
H 1.739 4.150 2.678
*
```

Calculated values
HOMO in eV: -9.06
Kohn-Sham gap in hartree: 0.352
Molecular weight in u: 107.11
SMILES: CNCC(=O)O.O
E_LUMO in eV: 0.51

The structure with the least stability is *B*.

*A*
Below is a cluster of 2 separate species, C3H9NO3 in total, with properties calculated with ωB97M-V/def2-TZVPD.

```
! wB97M-V def2-TZVPD RIJCOSX def2/J DEFGRID3
* xyz 0 1
O -1.109 0.540 -1.228
O 0.597 -1.068 1.379
O -2.167 -1.377 0.551
N -3.143 -0.517 0.345
C -0.246 -0.347 -0.729
C 2.095 0.096 -0.086
C 0.651 -0.048 0.418
H 2.471 -0.882 -0.379
H -3.062 0.346 0.883
H 2.721 0.482 0.712
H -0.315 -1.415 1.385
H 2.137 0.769 -0.942
H -3.376 -0.384 -0.636
H -1.231 1.278 -0.611
H 0.336 0.915 0.872
H -0.126 -1.238 -1.320
*
```

Calculated values
HOMO (alpha / beta) in eV: -8.97 / -7.04
Kohn-Sham gap (alpha / beta) in hartree: 0.346 / 0.261
Molecular weight in u: 107.11
E_LUMO (alpha / beta) in eV: 0.45 / 0.05

*B*
Below is a cluster of 2 separate species, C3H9NO3 in total, with properties calculated with ωB97M-V/def2-TZVPD.

```
! wB97M-V def2-TZVPD RIJCOSX def2/J DEFGRID3
* xyz 0 1
O -3.066 0.366 -0.419
O 0.379 1.138 -0.690
O -1.080 2.589 0.211
N 0.348 -2.048 -0.533
C 1.479 0.189 -0.461
C -0.137 1.875 0.315
C 1.056 -1.063 0.355
H 2.101 0.825 0.198
H 0.365 -0.778 1.171
H 1.933 -1.558 0.814
H 0.416 1.774 1.269
H -3.090 0.263 0.560
H -2.359 1.031 -0.581
H 0.164 -2.879 0.039
H -0.567 -1.720 -0.861
H 2.056 -0.002 -1.387
*
```

Calculated values
HOMO in eV: -9.83
Kohn-Sham gap in hartree: 0.387
Molecular weight in u: 107.11
SMILES: NCCOC=O.O
E_LUMO in eV: 0.69

The structure with the least stability is *A*.

*A*
Below is an isolated molecule of C4H5FS3, with properties calculated with ωB97M-V/def2-TZVPD.

```
! wB97M-V def2-TZVPD RIJCOSX def2/J DEFGRID3
* xyz 0 1
S 2.463 -1.213 -1.097
S 2.784 0.947 0.919
S 0.079 1.998 -0.785
F -0.046 -1.319 1.133
C 0.489 0.460 -0.375
C 1.872 0.048 -0.269
C -0.488 -0.637 -0.020
C -1.972 -0.303 0.116
H 2.108 2.222 0.976
H -2.410 -1.291 0.517
H -2.318 -0.182 -0.920
H -2.181 0.610 0.709
H -0.378 -1.340 -0.903
*
```

Calculated values
HOMO in eV: -9.12
Kohn-Sham gap in hartree: 0.279
Molecular weight in u: 168.28
SMILES: C[C@H](F)C(=S)C(=S)S
E_LUMO in eV: -1.54

*B*
Below is an isolated molecule of C4H5FS3, with properties calculated with ωB97M-V/def2-TZVPD.

```
! wB97M-V def2-TZVPD RIJCOSX def2/J DEFGRID3
* xyz 0 1
S -0.514 -1.226 -1.171
S -0.087 2.199 -1.107
S -0.870 -0.407 1.715
F 2.361 -0.069 0.778
C 1.781 1.176 0.612
C 0.472 1.057 -0.115
C -1.435 -2.596 -0.464
C -0.312 -0.181 0.193
H -1.529 -3.303 -1.273
H -0.868 -3.056 0.376
H 2.467 1.852 0.053
H 1.599 1.600 1.603
H -2.419 -2.268 -0.095
*
```

Calculated values
HOMO in eV: -8.84
Kohn-Sham gap in hartree: 0.285
Molecular weight in u: 168.28
SMILES: CSC(=S)C(=S)CF
E_LUMO in eV: -1.10

The structure with the least stability is *A*.

*A*
Below is a cluster of 2 separate species, CH3O3S in total, with properties calculated with ωB97M-V/def2-TZVPD.

```
! wB97M-V def2-TZVPD RIJCOSX def2/J DEFGRID3
* xyz -1 1
S 0.777 -0.305 -0.211
O -1.099 1.337 0.719
O 1.969 0.333 -0.660
O 0.807 -1.016 1.023
C -0.730 0.761 -0.497
H -1.506 -0.573 -0.606
H 0.561 -1.246 -1.116
H -0.779 0.709 1.348
*
```

Calculated values
HOMO in eV: -3.12
Kohn-Sham gap in hartree: 0.259
Molecular weight in u: 95.10
E_LUMO in eV: 3.92

*B*
Below is a cluster of 2 separate species, CH3O3S in total, with properties calculated with ωB97M-V/def2-TZVPD.

```
! wB97M-V def2-TZVPD RIJCOSX def2/J DEFGRID3
* xyz -1 1
S 2.753 0.995 0.075
O 3.873 2.253 0.597
O -3.080 -2.382 -0.498
O 3.325 0.377 -1.163
C -2.043 -1.722 -0.534
H 3.319 2.866 1.082
H -1.923 -0.847 -1.187
H -1.167 -1.963 0.082
*
```

Calculated values
HOMO in eV: -1.21
Kohn-Sham gap in hartree: 0.157
Molecular weight in u: 95.10
E_LUMO in eV: 3.06

The structure with the least stability is *A*.